Record 1
The ion C4H9N2 with charge +1 in a non-equilibrium geometry. Source: OMol25; level of theory: ωB97M-V with the def2-TZVPD basis set.

The calculation puts the relative energy (zero: lowest compared OMol25 entry of this formula, charge and spin) at 281.1 kJ/mol. As for the frontier orbital gap: 0.3851 hartree. The electronic energy comes out at -266.99220 hartree. As for the HOMO energy: -14.1 eV. The SMILES is C1[NH2+]CN2C[C@@H]12. The calculation puts the max |F| at 0.0755 hartree/bohr. Its net charge is +1.

Each atom is followed by the atoms it is bonded to, with distances in Å.
Geometry (Å):
1 C -0.56681 -1.04871 -0.34371  N2 1.497, C6 1.512, H7 1.057, H8 1.061
2 N -1.04568 0.27462 0.16657  C1 1.497, C3 1.538, H9 1.049, H10 1.078
3 C -0.06730 1.35734 -0.31988  N2 1.538, N4 1.357, H11 1.079, H12 1.004
4 N 1.08327 0.67345 -0.54542  C3 1.357, C5 1.455, C6 1.413
5 C 1.57412 -0.05875 0.61237  N4 1.455, C6 1.519, H13 1.050, H14 1.047
6 C 0.89346 -0.72659 -0.57029  C1 1.512, N4 1.413, C5 1.519, H15 1.098
7 H -1.02180 -1.15505 -1.29161  C1 1.057
8 H -0.80104 -1.75107 0.41595  C1 1.061
9 H -2.04240 0.49048 -0.07951  N2 1.049
10 H -1.03021 0.03043 1.21649  N2 1.078
11 H 0.03326 2.21866 0.32240  C3 1.079
12 H -0.45616 1.78354 -1.14208  C3 1.004
13 H 1.11689 0.07472 1.54793  C5 1.050
14 H 2.58743 -0.30492 0.71072  C5 1.047
15 H 1.59662 -1.40074 -1.07689  C6 1.098

Record 2
A cluster of 2 separate species, C4H9N2O in total. Source: OMol25; level of theory: ωB97M-V with the def2-TZVPD basis set.

The calculation puts the relative energy (zero: lowest compared OMol25 entry of this formula, charge and spin) at 206.0 kJ/mol. As for the frontier orbital gap: 0.3293 hartree. The electronic energy comes out at -342.27880 hartree. As for the HOMO energy: -14.2 eV. The calculation puts the max |F| at 0.0049 hartree/bohr. Its net charge is +1.

Each atom is followed by the atoms it is bonded to, with distances in Å.
Geometry (Å):
1 C -0.50949 1.95927 1.33215  C2 1.319, N4 1.423, H5 1.079
2 C 0.03911 2.82655 0.50278  C1 1.319, H6 1.081, H7 1.078
3 C -1.31137 -0.24731 1.69639  N4 1.271, H8 1.083, H9 1.082
4 N -0.71252 0.60052 0.96290  C1 1.423, C3 1.271, H10 1.049
5 H -0.83116 2.21137 2.33106  C1 1.079
6 H 0.35204 2.56679 -0.49930  C2 1.081
7 H 0.15962 3.84075 0.84669  C2 1.078
8 H -1.42767 -1.26798 1.35389  C3 1.083
9 H -1.71317 0.03944 2.65917  C3 1.082
10 H -0.32014 0.25978 0.05121  N4 1.049
11 C 0.55700 -2.00930 -1.40228  N12 1.414, O13 1.191, H14 1.102
12 N 0.30653 -0.62096 -1.50436  C11 1.414, H15 1.015, H16 1.016
13 O 1.63120 -2.45531 -1.14528  C11 1.191
14 H -0.33947 -2.63613 -1.53903  C11 1.102
15 H -0.40977 -0.41935 -2.19506  N12 1.015
16 H 1.17568 -0.13595 -1.70936  N12 1.016